Formula: C3H5NO2
Source: the OMol25 dataset
Level of theory: ωB97M-V/def2-TZVPD

```
11
C3H5NO2 | the OMol25 dataset | ωB97M-V/def2-TZVPD
O 1.7134 0.8195 0.0149
C 0.8052 0.1576 -0.4249
C -0.5886 0.3402 0.2103
O -0.8221 1.7223 0.1164
C -1.6270 -0.4284 -0.4974
N -2.4075 -1.0909 -1.0365
H 1.5514 -1.3372 0.7737
H 0.9079 -0.4990 -1.3050
H 1.0010 -1.7857 0.5656
H -0.5824 -0.0043 1.2606
H 0.0487 2.1059 0.3224
```

Computed properties:
LUMO level   -0.1019 eV
Total charge   0
Energy relative to the best compared isomer or geometry (same formula, charge and spin)   3.2258 eV
SMILES   N#C[C@H](O)C=O.[H][H]

Results of the natural (NBO) charge analysis, in e, for atoms 1 through 8: -0.54 0.44 -0.11 -0.67 0.25 -0.27 0.04 0.15

Formula: C3H5NO2
Source: the OMol25 dataset
Level of theory: ωB97M-V/def2-TZVPD

```
11
C3H5NO2 | the OMol25 dataset | ωB97M-V/def2-TZVPD
O -0.2551 -1.8367 -0.9935
C 0.2371 -0.8390 -0.5335
N -0.3967 -0.1440 0.5005
C -0.4062 1.2458 0.6378
O -1.0668 1.8028 1.4714
C 1.5919 -0.3368 -0.9410
H -1.2462 -0.5616 0.8641
H 0.1959 1.7747 -0.1180
H 1.7210 -0.4265 -2.0177
H 1.8100 0.6492 -0.5418
H 2.3282 -1.0420 -0.5583
```

Computed properties:
LUMO level   0.7676 eV
Total charge   0
Energy relative to the best compared isomer or geometry (same formula, charge and spin)   0.2398 eV
SMILES   CC(=O)NC=O

Results of the natural (NBO) charge analysis, in e, for atoms 1 through 8: -0.56 0.69 -0.66 0.54 -0.54 -0.73 0.42 0.12

Formula: C3H5NO2
Source: the OMol25 dataset
Level of theory: ωB97M-V/def2-TZVPD

```
11
C3H5NO2 | the OMol25 dataset | ωB97M-V/def2-TZVPD
O -0.9255 1.8225 -0.7038
C -0.4873 1.4912 0.4923
C 0.2166 0.1811 0.5603
N 0.1677 -0.4589 -0.5726
C 0.5835 -1.8142 -0.7203
O 0.8275 -2.5738 0.1758
H 0.0090 2.2556 1.1096
H 0.6059 -0.2665 1.4732
H -1.2734 1.0721 1.2111
H -0.3866 0.3900 -1.2627
H 0.6626 -2.0991 -1.7630
```

Computed properties:
LUMO level   -0.7710 eV
Total charge   0
Energy relative to the best compared isomer or geometry (same formula, charge and spin)   3.2720 eV

Results of the natural (NBO) charge analysis, in e, for atoms 1 through 8: -0.79 -0.10 0.24 -0.63 0.56 -0.50 0.19 0.22

Formula: C3H5NO2
Source: the OMol25 dataset
Level of theory: ωB97M-V/def2-TZVPD

```
11
C3H5NO2 | the OMol25 dataset | ωB97M-V/def2-TZVPD
N 0.3372 -1.8416 0.4019
C -0.3415 -0.7107 0.7462
O -0.2938 -0.1638 1.8329
C -1.2187 -0.3294 -0.4365
C 0.2106 1.5960 -0.6090
O -0.8197 0.6963 -1.1017
H 0.0786 -2.2771 -0.4692
H 0.7269 -2.4265 1.1235
H -0.1426 1.9828 0.3451
H 0.2946 2.3866 -1.3533
H 1.1684 1.0873 -0.4800
```

Computed properties:
LUMO level   0.3577 eV
Total charge   0
Energy relative to the best compared isomer or geometry (same formula, charge and spin)   3.3808 eV

Results of the natural (NBO) charge analysis, in e, for atoms 1 through 8: -0.83 0.51 -0.61 0.24 -0.29 -0.44 0.40 0.41

Formula: C3H5NO2
Source: the OMol25 dataset
Level of theory: ωB97M-V/def2-TZVPD

```
11
C3H5NO2 | the OMol25 dataset | ωB97M-V/def2-TZVPD
N 0.2770 -0.6444 -1.3377
C -0.6807 -0.9755 0.9657
O -1.2494 0.1759 0.5715
C -0.2820 1.1235 0.1183
C 0.7415 0.3517 -0.7054
O 0.4285 -1.0494 1.4385
H 0.9932 -1.2905 -1.6521
H -1.3550 -1.8162 0.7696
H 0.1735 1.6655 0.9513
H -0.8457 1.8305 -0.4928
H 1.7990 0.6289 -0.6268
```

Computed properties:
LUMO level   0.9251 eV
Total charge   0
Energy relative to the best compared isomer or geometry (same formula, charge and spin)   1.8279 eV
SMILES   [H]/N=C/COC=O

Results of the natural (NBO) charge analysis, in e, for atoms 1 through 8: -0.63 0.66 -0.50 -0.15 0.13 -0.60 0.35 0.14

Formula: C3H5NO2
Source: the OMol25 dataset
Level of theory: ωB97M-V/def2-TZVPD

```
11
C3H5NO2 | the OMol25 dataset | ωB97M-V/def2-TZVPD
O 1.6636 0.3631 0.4333
C 0.6749 -0.4642 -0.1528
C -0.6496 0.2032 0.2211
O -0.6322 1.5560 -0.1517
C -1.7742 -0.4634 -0.4602
N -2.6378 -1.0246 -0.9844
H 2.4263 -0.1613 0.6923
H 0.7783 -0.4858 -1.2459
H 0.7049 -1.4920 0.2293
H -0.7975 0.0888 1.3066
H 0.2432 1.8801 0.1125
```

Computed properties:
LUMO level   0.3821 eV
Total charge   0
Energy relative to the best compared isomer or geometry (same formula, charge and spin)   1.5260 eV
SMILES   N#C[C@H](O)CO

Results of the natural (NBO) charge analysis, in e, for atoms 1 through 8: -0.74 -0.08 -0.01 -0.69 0.26 -0.30 0.49 0.18

Formula: C3H5NO2
Source: the OMol25 dataset
Level of theory: ωB97M-V/def2-TZVPD

```
11
C3H5NO2 | the OMol25 dataset | ωB97M-V/def2-TZVPD
C -0.5001 -0.6322 0.6795
C -0.1207 0.1569 1.7229
C 0.8862 0.5000 -0.9658
H -0.9354 0.1176 -2.3929
H -0.8284 -1.6491 0.9475
H 0.3118 1.1948 1.7594
H -0.0498 -0.2953 2.7148
H 1.7419 0.3356 -0.1437
N -0.2340 -0.3185 -0.6407
O -1.1404 -0.5036 -1.6098
O 0.8688 1.0937 -2.0713
```

Computed properties:
LUMO level   0.7423 eV
Total charge   0
Energy relative to the best compared isomer or geometry (same formula, charge and spin)   3.6367 eV
SMILES   C=CN(O)C=O

Results of the natural (NBO) charge analysis, in e, for atoms 1 through 8: -0.03 -0.43 0.48 0.51 0.21 0.21 0.21 0.17

Formula: C3H5NO2
Source: the OMol25 dataset
Level of theory: ωB97M-V/def2-TZVPD

```
11
C3H5NO2 | the OMol25 dataset | ωB97M-V/def2-TZVPD
C -1.9817 0.2093 0.0042
C -0.7029 -0.1701 -0.0977
O -0.3554 -0.9530 -1.1432
O 0.2621 0.2134 0.7520
C 1.5744 0.1880 0.3611
N 2.4455 0.4260 1.2346
H -2.3044 0.9946 0.6492
H -1.2321 -0.8117 -1.5803
H -2.7814 -0.4525 -0.2974
H 1.7028 -0.0413 -0.6995
H 3.3731 0.3973 0.8170
```

Computed properties:
LUMO level   0.7299 eV
Total charge   0
Energy relative to the best compared isomer or geometry (same formula, charge and spin)   2.3805 eV
SMILES   [H]/N=C/OC(=C)O

Results of the natural (NBO) charge analysis, in e, for atoms 1 through 8: -0.67 0.61 -0.68 -0.47 0.38 -0.63 0.23 0.51

Formula: C3H5NO2
Source: the OMol25 dataset
Level of theory: ωB97M-V/def2-TZVPD

```
11
C3H5NO2 | the OMol25 dataset | ωB97M-V/def2-TZVPD
N 1.4513 -0.3207 0.1767
C 0.2015 -0.1797 -0.4934
C -1.0046 -0.7089 0.2824
O -1.4348 0.6363 0.5480
C -0.4115 1.1931 -0.2489
O -0.1820 2.3446 -0.4710
H 1.3967 -0.0043 1.1391
H 2.2426 0.0551 -0.3275
H 0.2759 -0.4927 -1.5306
H -1.7556 -1.2590 -0.2828
H -0.8072 -1.2571 1.2029
```

Computed properties:
LUMO level   0.8945 eV
Total charge   0
Energy relative to the best compared isomer or geometry (same formula, charge and spin)   1.2920 eV
SMILES   N[C@H]1COC1=O

Results of the natural (NBO) charge analysis, in e, for atoms 1 through 8: -0.82 -0.18 -0.08 -0.50 0.77 -0.53 0.37 0.38

Formula: C3H5NO2
Source: the OMol25 dataset
Level of theory: ωB97M-V/def2-TZVPD

```
11
C3H5NO2 | the OMol25 dataset | ωB97M-V/def2-TZVPD
O 0.8464 0.7050 1.9624
C 0.5287 0.3169 0.8847
N -0.8223 0.0526 0.5863
C -1.5221 -0.4397 -0.4777
O -2.6807 -0.1903 -0.7104
C 1.3935 0.1618 -0.3850
H -1.5211 0.2845 1.2916
H -0.9869 -1.1042 -1.1785
H 1.1510 0.8310 -1.2035
H 1.1944 -0.8531 -0.7404
H 2.4193 0.2355 -0.0296
```

Computed properties:
LUMO level   0.7396 eV
Total charge   0
Energy relative to the best compared isomer or geometry (same formula, charge and spin)   0.4531 eV
SMILES   CC(=O)NC=O

Results of the natural (NBO) charge analysis, in e, for atoms 1 through 8: -0.54 0.72 -0.68 0.54 -0.55 -0.73 0.42 0.11

Formula: C3H5NO2
Source: the OMol25 dataset
Level of theory: ωB97M-V/def2-TZVPD

```
11
C3H5NO2 | the OMol25 dataset | ωB97M-V/def2-TZVPD
N -1.4521 0.2681 1.2252
C -0.9438 -0.2147 0.0570
O -1.6226 -0.5790 -0.8832
C 0.5711 -0.2825 0.0840
C 1.3552 -0.0714 -1.1253
O 1.2120 0.9653 -0.1615
H -0.8587 0.7693 1.8681
H -2.4492 0.4101 1.2842
H 0.9945 -0.8565 0.9096
H 2.3554 -0.4985 -1.1901
H 0.8382 0.0897 -2.0679
```

Computed properties:
LUMO level   0.9297 eV
Total charge   0
Energy relative to the best compared isomer or geometry (same formula, charge and spin)   1.4913 eV
SMILES   NC(=O)[C@H]1CO1

Results of the natural (NBO) charge analysis, in e, for atoms 1 through 8: -0.82 0.65 -0.59 -0.05 -0.10 -0.48 0.40 0.40

Formula: C3H5NO2
Source: the OMol25 dataset
Level of theory: ωB97M-V/def2-TZVPD

```
11
C3H5NO2 | the OMol25 dataset | ωB97M-V/def2-TZVPD
C 1.3683 1.0513 0.1678
C -0.1771 0.7401 -0.1708
O -1.1077 1.4370 -0.5287
C -0.3816 -0.7580 0.0335
O 0.5921 -1.3935 0.3916
N -1.5841 -1.3263 -0.1801
H 1.4405 1.7665 0.9917
H 1.9901 0.1903 0.4848
H 1.8814 1.4370 -0.7174
H -2.4072 -0.8236 -0.4653
H -1.6147 -2.3207 -0.0070
```

Computed properties:
LUMO level   0.1165 eV
Total charge   0
Energy relative to the best compared isomer or geometry (same formula, charge and spin)   0.7365 eV
SMILES   CC(=O)C(N)=O

Results of the natural (NBO) charge analysis, in e, for atoms 1 through 8: -0.73 0.53 -0.51 0.54 -0.59 -0.80 0.23 0.27

Formula: C3H5NO2
Source: the OMol25 dataset
Level of theory: ωB97M-V/def2-TZVPD

```
11
C3H5NO2 | the OMol25 dataset | ωB97M-V/def2-TZVPD
C 1.6127 0.8470 0.8488
N 1.3275 -0.4138 0.1954
C 0.1801 -0.7106 -0.2027
O -0.9671 0.1329 -0.0217
C -2.0859 -0.2703 -0.7091
O -2.0539 -1.2124 -1.4832
H 2.3759 1.3677 0.2636
H 2.0530 0.6301 1.8260
H 0.7460 1.5039 0.9786
H -0.0272 -1.6537 -0.6983
H -3.1611 -0.2208 -0.9973
```

Computed properties:
LUMO level   0.9585 eV
Total charge   0
Energy relative to the best compared isomer or geometry (same formula, charge and spin)   3.2933 eV
SMILES   C/N=C\OC=O

Results of the natural (NBO) charge analysis, in e, for atoms 1 through 8: -0.45 -0.41 0.37 -0.53 0.53 -0.60 0.21 0.21

Formula: C3H5NO2
Source: the OMol25 dataset
Level of theory: ωB97M-V/def2-TZVPD

```
11
C3H5NO2 | the OMol25 dataset | ωB97M-V/def2-TZVPD
C -1.6169 -0.3977 -1.1372
N -1.2353 0.2478 -0.0097
C -0.1083 0.4255 0.5757
O 0.9926 -0.0168 -0.1329
C 2.1924 0.0271 0.4932
O 2.3859 0.3924 1.6250
H -2.6301 -0.2908 -1.4842
H -2.1161 -0.0601 0.4961
H -0.8447 -0.7436 -1.8105
H 0.0211 0.7441 1.5934
H 2.9595 -0.3278 -0.2089
```

Computed properties:
LUMO level (spin up / spin down)   0.8414 / 0.8410 eV
Total charge   0
Energy relative to the best compared isomer or geometry (same formula, charge and spin)   3.8501 eV

Results of the natural (NBO) charge analysis, in e, for atoms 1 through 8: -0.45 -0.45 0.15 -0.49 0.64 -0.57 0.19 0.46

Formula: C3H5NO2
Source: the OMol25 dataset
Level of theory: ωB97M-V/def2-TZVPD

```
11
C3H5NO2 | the OMol25 dataset | ωB97M-V/def2-TZVPD
C 0.7157 -0.2383 -1.2364
C 0.6241 0.5434 -0.1298
C -0.3008 -0.2539 0.9926
H -1.2868 -0.8607 -0.7374
H 1.4806 1.2707 0.4468
H -0.2211 0.1454 2.1535
H -0.6319 -1.2878 0.9261
H -0.8104 1.6329 0.7560
N -0.8346 0.8377 0.1398
O -0.4180 -1.0982 -1.3336
O 1.6832 -0.6912 -1.9777
```

Computed properties:
LUMO level   0.4077 eV
Total charge   0
Energy relative to the best compared isomer or geometry (same formula, charge and spin)   4.5439 eV
SMILES   O=C(O)[C@@H]1CN1

Results of the natural (NBO) charge analysis, in e, for atoms 1 through 8: 0.71 -0.21 -0.22 0.50 0.26 0.20 0.23 0.37

Formula: C3H5NO2
Source: the OMol25 dataset
Level of theory: ωB97M-V/def2-TZVPD

```
11
C3H5NO2 | the OMol25 dataset | ωB97M-V/def2-TZVPD
N -1.3257 -2.2660 0.1223
C -0.8864 -1.1029 0.0173
O -0.4959 -0.3783 1.1760
C -0.0803 0.8352 0.9224
C -0.1978 0.9438 -0.5746
O -0.6914 -0.3164 -1.0470
H -1.5655 -2.6496 -0.7887
H 3.0177 0.9624 0.8556
H 2.3540 1.0697 1.1820
H -0.9024 1.7410 -0.8337
H 0.7738 1.1612 -1.0317
```

Computed properties:
LUMO level   0.1898 eV
Total charge   0
Energy relative to the best compared isomer or geometry (same formula, charge and spin)   4.3650 eV

Results of the natural (NBO) charge analysis, in e, for atoms 1 through 8: -0.68 0.75 -0.46 0.31 -0.26 -0.48 0.37 -0.01

Formula: C3H5NO2
Source: the OMol25 dataset
Level of theory: ωB97M-V/def2-TZVPD

```
11
C3H5NO2 | the OMol25 dataset | ωB97M-V/def2-TZVPD
O -0.5369 -0.5819 1.5820
C -0.8533 -0.0394 0.3397
C 0.1790 -0.4470 -0.6885
O 1.0358 -1.2631 -0.4450
C 0.0800 0.1654 -2.0258
N -0.0135 0.6347 -3.0786
H 1.1540 0.8443 1.5105
H -1.8335 -0.3903 -0.0197
H -0.9004 1.0577 0.3938
H 1.5166 1.2491 1.0022
H 0.1722 -1.2295 1.4293
```

Computed properties:
LUMO level   -0.7411 eV
Total charge   0
Energy relative to the best compared isomer or geometry (same formula, charge and spin)   2.7081 eV
SMILES   N#CC(=O)CO.[H][H]

Results of the natural (NBO) charge analysis, in e, for atoms 1 through 8: -0.69 -0.16 0.48 -0.47 0.16 -0.22 0.01 0.21

Formula: C3H5NO2
Source: the OMol25 dataset
Level of theory: ωB97M-V/def2-TZVPD

```
11
C3H5NO2 | the OMol25 dataset | ωB97M-V/def2-TZVPD
O 0.3652 1.4781 1.1544
C 0.3366 0.5199 0.1562
C 1.0899 -0.7660 0.2466
O 0.2760 -1.3658 -0.7458
C -0.9013 -0.0229 -0.3840
N -2.0937 0.2310 -0.5606
H -0.4896 1.5250 1.6202
H 0.8135 0.3483 -1.3101
H 2.1351 -0.6093 -0.0281
H 1.0774 -1.2464 1.2255
H -2.6091 -0.0919 -1.3742
```

Computed properties:
LUMO level   0.2687 eV
Total charge   0
Energy relative to the best compared isomer or geometry (same formula, charge and spin)   5.9789 eV

Results of the natural (NBO) charge analysis, in e, for atoms 1 through 8: -0.69 0.06 -0.13 -0.63 0.56 -0.67 0.49 0.24

Formula: C3H5NO2
Source: the OMol25 dataset
Level of theory: ωB97M-V/def2-TZVPD

```
11
C3H5NO2 | the OMol25 dataset | ωB97M-V/def2-TZVPD
C -0.9325 0.4039 0.2537
C -0.0882 0.4006 -0.9957
C 0.9124 -0.7381 0.9578
H -1.7944 -0.2344 0.2697
H -1.2829 1.4127 0.4777
H -0.6503 0.7256 -1.8758
H 0.7740 1.0542 -0.7257
H 1.6084 -0.9560 1.7691
N 1.1841 -1.2599 -0.1678
O 0.3779 -0.9082 -1.2664
O -0.1085 0.0996 1.3034
```

Computed properties:
LUMO level   0.8853 eV
Total charge   0
Energy relative to the best compared isomer or geometry (same formula, charge and spin)   3.1739 eV
SMILES   C1=NOCCO1

Results of the natural (NBO) charge analysis, in e, for atoms 1 through 8: -0.10 -0.12 0.30 0.19 0.19 0.21 0.18 0.20

Formula: C3H5NO2
Source: the OMol25 dataset
Level of theory: ωB97M-V/def2-TZVPD

```
11
C3H5NO2 | the OMol25 dataset | ωB97M-V/def2-TZVPD
O 0.2622 1.7971 -0.7559
C 0.0085 0.8035 0.0937
C -1.0848 -0.1553 -0.1989
N -0.1748 -1.2924 0.0262
C 1.2689 -0.7548 -0.1126
O 2.2072 -1.4674 0.1593
H 1.1508 2.0953 -0.5256
H 0.2101 0.9523 1.1586
H -1.9487 -0.1276 0.4955
H -1.4871 -0.0612 -1.2207
H -0.4124 -1.7894 0.8802
```

Computed properties:
LUMO level   0.3946 eV
Total charge   0
Energy relative to the best compared isomer or geometry (same formula, charge and spin)   3.7786 eV

Results of the natural (NBO) charge analysis, in e, for atoms 1 through 8: -0.66 0.20 -0.31 -0.69 0.55 -0.57 0.49 0.18